The following is a DFT calculation (the ωB97M-V functional and the def2-TZVPD basis) of a 7-piece molecular cluster, C42H68N2O20S overall.

ORCA input file:
```
! RIJCOSX wB97M-V def2-TZVPD def2/J DEFGRID3
* xyz 0 1
N 0.577 -3.928 -2.463
C 1.357 -2.650 -2.455
C 1.392 -1.899 -3.881
C 0.140 -1.138 -4.453
C 0.166 -0.361 -5.820
C -1.202 0.378 -6.257
C -2.474 -0.541 -5.836
C -3.860 -0.014 -6.519
C -5.071 -0.910 -5.901
O -4.871 -2.308 -6.317
C -4.800 -3.164 -5.179
O -3.708 -3.267 -4.547
C 1.475 -0.314 -6.701
C 2.689 -1.098 -6.152
C 2.671 -1.871 -4.800
S 4.267 -1.138 -7.133
C 3.656 -0.705 -8.849
C 4.531 -1.091 -10.098
C 4.125 -0.740 -11.566
C 2.774 0.050 -11.718
C 1.891 0.409 -10.477
C 2.308 0.041 -9.002
N 1.400 0.479 -7.935
H 0.342 -4.178 -3.434
H -0.287 -3.709 -1.927
H 0.843 -1.938 -1.701
H 2.447 -2.766 -2.129
H -0.804 -1.182 -3.794
H -1.204 0.560 -7.385
H -1.260 1.337 -5.631
H -2.664 -0.484 -4.702
H -2.330 -1.630 -6.186
H -3.782 -0.095 -7.654
H -4.027 1.075 -6.161
H -6.025 -0.530 -6.408
H -5.149 -0.819 -4.763
H -5.693 -3.791 -4.848
H 3.602 -2.417 -4.400
H 5.526 -1.638 -9.930
H 4.747 -1.024 -12.484
H 2.493 0.333 -12.795
H 0.931 0.993 -10.722
H 1.454 1.498 -7.758
C 4.720 0.407 -3.168
C 3.867 0.654 -1.939
O 4.572 0.311 -0.739
C 5.482 1.204 -0.318
O 5.743 2.258 -0.849
O 6.070 0.714 0.786
C 7.129 1.528 1.287
H 5.094 -0.620 -3.174
H 4.141 0.582 -4.077
H 5.594 1.063 -3.186
H 2.985 0.011 -1.978
H 3.512 1.688 -1.895
H 6.799 2.558 1.442
H 7.979 1.496 0.602
H 7.441 1.118 2.248
C -1.751 1.485 2.933
C -1.189 0.083 3.084
O -2.083 -0.893 2.532
C -2.073 -0.997 1.193
O -1.384 -0.358 0.434
O -2.986 -1.919 0.839
C -3.149 -2.061 -0.570
H -2.758 1.544 3.355
H -1.111 2.213 3.437
H -1.830 1.768 1.882
H -1.084 -0.153 4.145
H -0.196 -0.005 2.635
H -2.192 -2.245 -1.065
H -3.628 -1.169 -0.981
H -3.799 -2.918 -0.749
C 2.638 6.794 3.172
C 1.756 5.739 3.811
O 1.339 4.763 2.847
C 2.259 3.842 2.516
O 3.379 3.764 2.961
O 1.725 3.037 1.583
C 2.633 2.065 1.069
H 2.140 7.237 2.305
H 2.876 7.584 3.887
H 3.576 6.363 2.813
H 0.847 6.209 4.194
H 2.252 5.257 4.659
H 3.089 1.483 1.873
H 3.400 2.553 0.463
H 2.069 1.383 0.430
C -3.281 5.990 1.543
C -2.238 6.133 2.636
O -2.500 7.285 3.449
C -3.481 7.145 4.355
O -4.138 6.150 4.544
O -3.624 8.316 5.000
C -4.705 8.334 5.930
H -3.358 6.913 0.962
H -3.026 5.167 0.872
H -4.270 5.795 1.963
H -1.257 6.286 2.182
H -2.172 5.232 3.252
H -4.637 7.503 6.635
H -5.657 8.307 5.394
H -4.649 9.268 6.491
C -1.314 -4.109 2.068
C -1.300 -4.899 3.363
O -0.105 -5.687 3.474
C 1.000 -5.015 3.831
O 1.068 -3.832 4.070
O 2.028 -5.881 3.851
C 3.290 -5.273 4.123
H -1.159 -4.772 1.212
H -2.262 -3.587 1.946
H -0.509 -3.369 2.046
H -2.138 -5.599 3.370
H -1.416 -4.248 4.234
H 3.256 -4.682 5.041
H 3.595 -4.654 3.277
H 4.024 -6.070 4.253
C -4.875 -4.480 9.104
C -3.908 -3.370 9.470
O -2.559 -3.851 9.505
C -1.971 -4.016 8.308
O -2.471 -3.787 7.232
O -0.737 -4.506 8.513
C -0.035 -4.820 7.312
H -4.745 -5.337 9.771
H -5.907 -4.131 9.171
H -4.699 -4.839 8.088
H -4.136 -3.006 10.474
H -3.996 -2.517 8.791
H -0.011 -3.965 6.631
H -0.494 -5.685 6.828
H 0.991 -5.075 7.578
*
```

## Properties
Electronic energy (eV): -99413.913
SMILES: NCc1cc(CCCCOC=O)c2c(c1)Sc1ccccc1N2.CCOC(=O)OC.CCOC(=O)OC.CCOC(=O)OC.CCOC(=O)OC.CCOC(=O)OC.CCOC(=O)OC
Lowest unoccupied orbital energy (eV): 0.3
Relative energy (zero: lowest compared OMol25 entry of this formula, charge and spin) (kcal per mole): 0.00

These are the Mulliken partial charges, in e, on atoms 1 to 99: N -0.62; C -0.28; C 0.20; C -0.39; C 0.41; C -0.57; C -0.28; C -0.69; C -0.38; O -0.31; C 0.11; O -0.40; C -0.09; C 0.45; C -0.93; S -0.23; C 0.46; C -0.38; C -0.49; C -0.40; C -0.49; C 0.27; N -0.01; H 0.33; H 0.34; H -0.01; H 0.22; H -0.13; H 0.28; H 0.32; H 0.08; H 0.33; H 0.37; H 0.27; H 0.28; H 0.30; H 0.36; H 0.32; H 0.25; H 0.31; H 0.28; H 0.28; H 0.29; C -1.11; C 0.07; O -0.33; C 0.76; O -0.56; O -0.33; C -0.68; H 0.27; H 0.20; H 0.45; H 0.14; H 0.33; H 0.29; H 0.30; H 0.24; C -1.06; C -0.31; O -0.29; C 0.69; O -0.57; O -0.33; C -0.50; H 0.34; H 0.32; H 0.32; H 0.40; H 0.26; H 0.03; H 0.33; H 0.30; C -1.16; C -0.23; O -0.25; C 0.64; O -0.59; O -0.38; C -0.66; H 0.29; H 0.38; H 0.30; H 0.31; H 0.37; H 0.34; H 0.32; H 0.28; C -1.32; C 0.07; O -0.34; C 0.77; O -0.56; O -0.34; C -0.63; H 0.33; H 0.37; H 0.34; H 0.19